[1]
DFT (wB97M-V/def2-TZVPD) results for C44H33MoN6O3P as an isolated structure.

```
88
Properties=species:S:1:pos:R:3:forces:R:3
Mo 0.5439 -0.9187 -0.6539 -0.320 -0.316 -0.211
P 0.1122 0.9315 1.1115 -0.017 0.494 0.320
O 0.2230 -4.5115 1.4567 0.052 -0.061 0.042
O 2.7990 -2.0628 0.7470 0.013 0.006 -0.007
O 2.1953 -1.5375 -4.4066 0.014 -0.063 -0.064
N -0.1325 0.7278 -2.4995 0.095 -0.017 0.239
N -1.1921 -1.6187 2.3130 -0.125 0.090 0.050
N 0.1235 -2.9537 -0.2271 0.252 -0.039 0.017
N 1.2162 -1.9387 -2.3289 0.086 -0.212 -0.252
N -2.6929 -1.2389 -0.8469 -0.008 0.080 -0.044
N 2.4912 0.0622 -1.2827 0.125 0.161 -0.004
C -2.3238 1.7432 -1.9980 0.034 0.061 0.001
C -2.6850 1.1511 1.4694 -0.041 0.166 -0.080
C 0.9192 -3.3199 -2.4471 0.065 0.324 -0.011
C 4.2820 1.6324 -1.2318 -0.049 -0.037 0.102
C -2.4367 -3.6433 2.0555 0.088 0.012 0.014
C -3.7704 3.0102 2.5479 0.030 0.008 0.017
C -2.1433 -1.1809 3.1431 0.032 -0.109 0.064
C -1.5516 -1.0697 -0.7614 -0.335 -0.124 0.127
C 0.7505 3.2420 -0.3443 0.044 -0.004 0.043
C -1.3787 2.9842 2.3104 0.027 0.030 -0.034
C -2.5327 3.6071 2.7560 -0.042 -0.005 -0.003
C 1.1473 -4.1028 -3.5744 -0.040 -0.025 -0.027
C 2.3169 -0.8284 4.7358 -0.052 0.058 -0.021
C -4.0242 1.8573 -3.6968 0.031 -0.017 0.017
C 2.4651 -1.3447 3.4587 -0.019 -0.010 0.059
C 2.7179 -0.1217 -2.5899 -0.231 -0.308 -0.063
C -1.8918 0.8591 -4.1864 -0.018 -0.035 -0.021
C 0.8818 -5.4614 -3.5210 -0.018 0.000 0.030
C 0.3881 -6.0239 -2.3524 0.015 0.032 -0.028
C 4.4472 1.5068 -2.5999 -0.024 -0.031 -0.151
C -3.5940 2.1194 -2.4037 -0.008 -0.023 -0.014
C -3.4339 -3.1608 2.8738 -0.036 0.094 0.035
C 1.4659 4.3860 -0.6627 0.028 -0.007 0.027
C 1.0966 2.4592 0.7590 -0.134 0.004 -0.031
C 0.7835 0.8379 3.8956 -0.065 0.020 0.020
C 1.4746 0.2592 4.9514 0.040 -0.038 0.019
C -0.2126 -3.4688 1.0030 -0.150 -0.187 -0.178
C -1.4407 1.7445 1.6654 0.043 -0.009 -0.030
C 2.5386 4.7780 0.1290 -0.035 -0.018 -0.008
C 3.6617 0.5953 -3.2920 0.164 0.104 -0.022
C 1.8609 -1.3525 1.0225 0.246 -0.028 0.010
C 0.1609 -5.2448 -1.2300 -0.016 -0.052 0.009
C 1.7560 -0.7777 2.4085 -0.033 -0.052 -0.079
C 2.1580 2.8749 1.5558 0.056 0.055 0.082
C -3.2776 -1.9043 3.4516 0.004 -0.048 -0.013
C -1.4661 1.1277 -2.8943 0.044 -0.047 -0.021
C 2.8744 4.0248 1.2435 -0.018 -0.024 -0.001
C 0.9215 0.3094 2.6192 0.008 0.053 -0.027
C 3.2935 0.8889 -0.6115 0.044 -0.038 0.041
C 1.9818 -1.2868 -3.2292 0.131 0.132 0.107
C -1.3266 -2.8342 1.8082 0.082 -0.003 -0.057
C -3.8426 1.7871 1.9012 0.032 -0.018 -0.005
C -3.1718 1.2167 -4.5839 0.000 0.016 0.015
C 0.4248 -3.8747 -1.2642 -0.112 0.144 0.204
H 3.6963 4.3307 1.8787 -0.004 -0.005 -0.001
H 1.0589 -6.0761 -4.3937 -0.003 0.000 -0.002
H -0.4270 3.4832 2.4505 -0.032 -0.033 0.009
H -4.3159 -3.7563 3.0721 0.003 0.012 0.010
H -2.7627 0.2014 0.9687 -0.001 -0.088 -0.122
H -1.2259 0.3568 -4.8801 -0.010 0.003 0.003
H 1.3509 0.6563 5.9511 0.005 -0.004 -0.001
H 3.1491 0.9371 0.4570 0.036 -0.018 -0.070
H 0.2794 0.2454 -3.2925 0.028 0.016 0.010
H -3.4997 0.9924 -5.5904 0.000 0.000 0.005
H -2.4921 -4.6283 1.6139 0.021 0.020 0.000
H 2.8459 -1.2762 5.5671 -0.007 0.007 0.003
H -5.0239 2.1326 -4.0053 0.002 0.006 -0.002
H -4.6734 3.5029 2.8858 0.006 -0.002 -0.006
H 0.1265 1.6799 4.0793 0.017 -0.007 -0.017
H 3.0980 -2.1997 3.2584 -0.001 0.012 -0.007
H 3.7778 0.3883 -4.3466 0.008 0.021 0.007
H 1.5192 -3.6460 -4.4766 0.007 0.004 0.013
H -0.1107 2.9829 -0.9457 -0.085 -0.017 -0.022
H -1.9906 -0.1917 3.5631 0.021 -0.089 0.059
H -2.4651 4.5664 3.2527 -0.005 -0.006 0.003
H -2.0285 1.8870 -0.9690 0.035 0.028 0.033
H -4.8006 1.3133 1.7275 0.010 0.001 0.001
H -4.0200 -1.4913 4.1210 -0.005 -0.010 0.000
H 0.1786 -7.0851 -2.3067 -0.002 0.003 0.003
H -4.2596 2.5883 -1.6900 0.005 0.005 -0.009
H 0.4460 1.5476 -2.3293 -0.031 -0.013 -0.037
H 5.1999 2.0880 -3.1169 -0.001 -0.017 -0.004
H 3.0970 5.6729 -0.1133 -0.003 -0.007 -0.005
H -0.2021 -5.7074 -0.3263 0.013 0.024 -0.033
H 4.9031 2.2899 -0.6404 0.000 -0.006 -0.006
H 1.1774 4.9775 -1.5223 -0.001 -0.003 0.002
H 2.4421 2.2952 2.4263 -0.007 0.024 -0.023
```
Forces are in eV/Å.

Values from the calculation:
- 2S+1: 3
- Frontier orbital gap (alpha / beta): 0.2296 / 0.2326 Ha

[2]
DFT (wB97M-V/def2-TZVPD) results for C44H34N12O3S2Sr as an isolated structure in a non-equilibrium geometry.

```
96
Properties=species:S:1:pos:R:3:forces:R:3
Sr -1.6774 -1.5744 -0.1353 -0.577 0.067 -0.993
S -1.6921 -1.1953 4.5305 0.204 0.023 0.385
S 1.0291 -1.1693 2.6946 0.130 0.188 -0.302
O 1.1131 -1.8839 3.9421 0.030 -0.053 -0.070
O 1.9404 -1.5037 1.6125 0.030 -0.065 0.108
O 2.9975 3.3568 -1.0352 0.166 0.087 0.195
N -2.0025 3.1826 -0.6747 0.113 0.046 0.171
N 2.2470 -1.5242 -2.0175 -0.051 -0.072 -0.262
N -2.0028 3.1371 0.6782 -0.104 -0.001 -0.110
N -1.6705 1.0916 -0.1864 -0.038 0.050 0.026
N 4.9921 4.2030 -0.6485 -0.055 0.228 0.108
N -0.4190 -1.2355 2.0312 -0.103 -0.195 0.819
N 1.7992 4.6204 3.8068 -0.053 0.009 -0.036
N 4.0595 5.2391 -0.6194 0.212 -0.147 0.027
N -2.1925 -4.0235 -0.8292 0.053 -0.199 0.216
N -2.7071 -1.3256 2.1876 -0.144 0.107 0.370
N 2.0505 -1.6660 -3.3474 0.064 0.043 0.096
N 0.1186 -1.1161 -2.3185 0.113 0.037 -0.008
C 1.5549 6.7436 -0.8692 -0.035 0.016 0.011
C 1.5652 2.7873 2.2531 0.016 0.047 0.043
C -3.4150 -4.3367 -1.2132 -0.191 0.021 -0.093
C -5.8204 -3.7256 -1.1429 -0.113 0.184 -0.015
C -1.4305 -6.2940 -1.2519 -0.010 -0.084 -0.060
C -3.7031 -5.6570 -1.6867 -0.031 0.133 -0.020
C -0.7799 5.2515 -1.1721 0.037 0.021 -0.003
C 4.4435 -0.5955 -1.3080 0.036 -0.006 0.003
C 1.6037 3.2681 3.5696 -0.008 -0.001 -0.076
C -1.8185 1.8646 0.9266 0.103 -0.057 0.048
C 0.4497 4.6100 -1.0880 -0.129 -0.010 -0.027
C 6.6927 0.2569 -1.1342 -0.030 -0.022 -0.010
C 1.4957 2.3554 4.6171 0.008 -0.004 0.000
C 1.2942 0.5349 3.0598 0.034 0.182 -0.160
C -0.3746 -7.2317 -1.2148 -0.053 0.015 -0.005
C 1.6113 5.3519 -0.9365 0.184 0.122 0.025
C 6.2062 1.5445 -0.9973 0.076 -0.060 0.006
C 1.4133 1.4414 2.0069 0.019 -0.020 -0.056
C 1.3415 1.0010 4.3623 -0.023 0.006 0.141
C 0.7697 -1.4135 -3.4811 -0.144 -0.054 -0.100
C 2.9175 4.6987 -0.8444 -0.285 -0.039 -0.165
C -2.0528 4.4613 -1.3540 -0.117 -0.120 -0.038
C -5.2007 -1.0400 -1.1446 -0.082 0.015 0.003
C 4.8320 1.7605 -1.0235 0.037 0.119 0.009
C -1.2112 -4.9779 -0.8130 0.016 0.179 0.015
C 0.8551 -6.8748 -0.7380 0.031 0.010 0.009
C 3.5223 -1.7874 -1.3736 -0.106 -0.087 -0.020
C 3.9533 0.6954 -1.1788 0.004 -0.033 0.005
C 0.0699 -4.6334 -0.3180 0.091 -0.032 0.026
C -0.8343 6.6352 -1.0996 0.026 0.042 0.014
C -3.4056 -1.2168 4.3772 -0.268 -0.025 -0.115
C -4.1167 -1.9316 -1.1507 0.110 0.063 0.107
C -6.8459 -2.7948 -1.1278 0.014 -0.018 0.004
C -1.7897 1.9614 -1.1702 -0.067 0.078 -0.067
C 5.8160 -0.8073 -1.2911 0.013 0.027 0.002
C -1.5481 -1.2625 2.8171 0.308 0.041 -0.758
C 1.0978 -1.1913 -1.4388 0.242 -0.028 0.579
C -3.7542 -1.3026 3.0752 0.021 -0.015 0.005
C 1.0746 -5.5601 -0.2767 -0.044 -0.035 -0.027
C 0.3305 7.3797 -0.9522 -0.035 -0.047 -0.001
C 4.3320 3.1270 -0.8800 -0.169 -0.247 -0.215
C -6.5317 -1.4410 -1.1443 -0.014 -0.070 -0.004
C -2.7348 -6.6038 -1.7151 0.052 -0.021 0.012
C -4.4881 -3.2931 -1.1718 0.272 -0.244 -0.031
H -1.7455 1.7563 -2.2284 0.021 -0.078 0.018
H 1.3841 1.0927 0.9807 -0.010 -0.051 0.029
H -7.8781 -3.1214 -1.0978 0.002 -0.001 0.003
H 2.8865 0.8790 -1.1957 0.009 0.011 0.004
H -7.3290 -0.7050 -1.1400 0.006 0.007 -0.003
H -2.9063 5.0123 -0.9622 0.021 0.027 0.016
H -1.7929 7.1381 -1.1477 0.000 -0.002 -0.003
H 3.9818 -2.6106 -1.9175 0.048 0.035 -0.005
H -5.0197 0.0347 -1.1281 0.071 -0.018 0.005
H 1.0663 -1.0496 -0.3651 -0.079 0.042 0.105
H 0.2689 -3.6410 0.0759 -0.064 0.011 -0.001
H 1.2615 0.3034 5.1851 -0.004 -0.047 -0.034
H 1.5383 2.7091 5.6403 -0.003 -0.006 0.001
H -1.7773 1.4688 1.9288 0.002 -0.003 -0.003
H -2.2515 4.2550 -2.4077 0.064 0.017 -0.001
H 1.6576 -7.5993 -0.7012 0.004 0.005 -0.002
H -6.0821 -4.7764 -1.1007 0.036 0.008 -0.002
H 2.4705 7.3065 -0.7506 0.014 -0.018 0.001
H 6.8796 2.3813 -0.8740 -0.041 0.031 0.002
H 0.5009 3.5287 -1.1270 0.035 -0.005 0.002
H 6.2045 -1.8131 -1.3985 -0.009 -0.005 0.001
H 0.2845 -1.4555 -4.4420 -0.041 0.006 0.022
H -2.9420 -7.5992 -2.0907 0.000 -0.004 0.005
H 7.7593 0.0776 -1.1222 0.003 0.011 0.001
H 1.4838 4.9673 4.6976 0.015 -0.050 0.024
H 1.5448 5.2293 3.0457 0.030 0.017 -0.003
H 2.0398 -5.2834 0.1277 0.006 -0.009 -0.001
H -4.7630 -1.3576 2.6938 -0.003 -0.004 -0.008
H -4.0565 -1.2011 5.2345 0.040 0.008 0.032
H -4.6945 -5.8737 -2.0542 0.036 -0.042 -0.004
H 3.2921 -2.1290 -0.3616 0.005 0.039 0.009
H 1.6499 3.4863 1.4271 -0.010 -0.027 0.048
H -0.5630 -8.2402 -1.5635 0.011 -0.004 0.003
H 0.2771 8.4584 -0.8947 0.001 0.003 -0.001
```
Forces are in eV/Å.

Values from the calculation:
- Frontier orbital gap: 0.2533 Ha

Short version: energy = -2660.3823; -3407.1292 hartree, in the order given.
Short version: energy above the lowest of the compared OMol25 structures with the same formula, charge and spin = 0.0; 28.9 kJ/mol, in the order given.